Entry 1:
Below is C31H26BBeF4NP2Te as an isolated structure, with properties calculated with the ωB97M-V functional and the def2-TZVPD basis.

Geometry (Å):
Be (-0.73445, -0.82234, -2.40032)
Te (-0.71477, 2.22712, 1.42589)
C (0.01825, 1.59344, 3.32627)
C (0.13341, 2.51728, 4.36522)
C (0.59952, 2.10342, 5.60006)
N (0.95916, 0.85032, 5.88603)
C (0.83997, -0.02961, 4.88966)
C (0.38340, 0.28522, 3.62042)
C (-0.46488, 0.66571, 0.15187)
P (0.71524, 0.59872, -1.13515)
C (1.22449, 2.29780, -1.60973)
C (2.25282, 2.98681, -0.96617)
C (2.56922, 4.28814, -1.32727)
C (1.86319, 4.92018, -2.34219)
C (0.83983, 4.24275, -2.99076)
C (0.52163, 2.94142, -2.62666)
C (2.33459, -0.08072, -0.61520)
C (3.35798, -0.17346, -1.56015)
C (4.57343, -0.74983, -1.23013)
C (4.77693, -1.26194, 0.04691)
C (3.75609, -1.19609, 0.98317)
C (2.54308, -0.60675, 0.65109)
P (-1.57259, -0.65058, -0.40062)
C (-3.20158, -0.26457, 0.34399)
C (-3.79080, -1.11012, 1.27905)
C (-5.03102, -0.80373, 1.82597)
C (-5.70209, 0.34664, 1.43524)
C (-5.12706, 1.19027, 0.49217)
C (-3.88667, 0.88635, -0.04546)
C (-1.03035, -2.26115, 0.01369)
C (-0.91052, -3.21415, -1.19456)
C (-0.11494, -4.43722, -0.78212)
C (0.23273, -4.73088, 0.48544)
C (-0.09889, -3.88132, 1.60148)
C (-0.67274, -2.66397, 1.30001)
H (-0.13206, 3.55899, 4.21867)
H (0.69437, 2.82061, 6.41164)
H (1.12479, -1.05192, 5.12012)
H (0.28948, -0.48152, 2.86538)
H (2.80575, 2.49875, -0.17298)
H (3.36596, 4.81151, -0.81068)
H (2.11275, 5.93565, -2.62853)
H (0.29120, 4.71803, -3.79512)
H (-0.26750, 2.41746, -3.15230)
H (3.19252, 0.20615, -2.56340)
H (5.35980, -0.81625, -1.97346)
H (5.72225, -1.72689, 0.30230)
H (3.89488, -1.61624, 1.97214)
H (1.73146, -0.57266, 1.36355)
H (-3.26615, -2.01612, 1.56171)
H (-5.47434, -1.46688, 2.56035)
H (-6.67004, 0.58542, 1.86132)
H (-5.64617, 2.08930, 0.17960)
H (-3.43427, 1.54620, -0.77804)
H (-1.92025, -3.55395, -1.50332)
H (0.19675, -5.09733, -1.58956)
H (0.81490, -5.63243, 0.66988)
H (0.21593, -4.12666, 2.60845)
H (-0.83914, -1.95987, 2.11367)
C (-0.30920, -2.51335, -2.45253)
H (-0.62633, -3.04514, -3.36162)
H (0.78422, -2.62426, -2.40998)
F (-1.27045, 0.11810, -3.60029)
B (-1.07758, 0.21819, -5.09499)
F (-1.25220, 1.56218, -5.38803)
F (-2.05342, -0.56840, -5.66868)
F (0.20048, -0.21981, -5.36243)

E_HOMO, eV: 0.10
HOMO-LUMO gap, eV: 3.866
Relative energy (zero: lowest compared OMol25 entry of this formula, charge and spin), kcal/mol: 0.0
Net charge: -2

Entry 2:
Below is C31H26CoFI2N5O as an isolated structure, with properties calculated with the ωB97M-V functional and the def2-TZVPD basis.

Geometry (Å):
Co (0.30779, -1.30438, -1.00124)
I (5.34746, 0.95553, 4.13717)
C (4.28892, 0.34123, 2.44640)
C (4.57375, 0.90591, 1.21256)
C (3.86897, 0.50100, 0.09481)
I (4.27411, 1.37655, -1.74949)
C (2.85691, -0.48638, 0.14832)
O (2.22867, -0.86140, -0.92538)
C (2.58813, -1.02756, 1.43465)
C (1.47353, -2.02322, 1.55703)
N (0.23131, -1.39650, 1.04660)
C (-1.01670, -2.01447, 1.49971)
C (-1.66483, -2.84626, 0.42953)
C (-2.71004, -3.70841, 0.73401)
C (-3.30709, -4.42687, -0.28308)
C (-2.83570, -4.26519, -1.57621)
C (-1.78975, -3.39126, -1.79560)
N (-1.21166, -2.68518, -0.81672)
C (3.29304, -0.61806, 2.55513)
H (5.34076, 1.66357, 1.12000)
H (1.35485, -2.31739, 2.60526)
H (1.66332, -2.92425, 0.96677)
H (0.23121, -0.43721, 1.38090)
H (-1.71414, -1.22335, 1.79052)
H (-0.85254, -2.63070, 2.38981)
H (-3.04178, -3.80675, 1.76001)
H (-4.12389, -5.10538, -0.07207)
H (-3.26339, -4.81035, -2.40597)
H (-1.38552, -3.23301, -2.78557)
H (3.05123, -1.04517, 3.52173)
F (-2.36008, 3.11909, -4.96253)
C (-1.65859, 2.03815, -4.52589)
C (-2.20163, 0.78049, -4.67554)
C (-1.48166, -0.31172, -4.20694)
C (-0.23539, -0.16943, -3.59109)
C (0.46890, -1.31742, -2.96916)
C (0.28982, 1.12616, -3.50302)
C (-0.41363, 2.23020, -3.95664)
H (-3.16800, 0.66638, -5.15121)
H (-1.90480, -1.30530, -4.32026)
H (1.54454, -1.24182, -3.14479)
H (0.12756, -2.24242, -3.45234)
H (1.26282, 1.26365, -3.04353)
H (-0.00816, 3.23185, -3.87808)
C (-2.94057, 1.72956, -0.84921)
C (-2.26507, 0.54708, -1.09767)
N (-0.98326, 0.38094, -0.77596)
C (-0.34633, 1.38719, -0.18510)
C (-0.94770, 2.58903, 0.15631)
C (-2.27354, 2.76677, -0.21690)
C (-0.15146, 3.63005, 0.82159)
C (0.59568, 3.50816, 1.92102)
C (0.71080, 2.39084, 2.87097)
C (1.68846, 2.45346, 3.86205)
C (1.70300, 1.45435, 4.81822)
N (0.81764, 0.45977, 4.81957)
C (-0.05879, 0.47945, 3.82669)
N (-0.15952, 1.36835, 2.84721)
H (-3.97370, 1.83407, -1.15120)
H (-2.74760, -0.28858, -1.59033)
H (0.70975, 1.23029, 0.02066)
H (-2.78229, 3.69893, -0.00335)
H (-0.15924, 4.60354, 0.33958)
H (1.17782, 4.37482, 2.21489)
H (2.40824, 3.25994, 3.88868)
H (2.44472, 1.44937, 5.60748)
H (-0.78562, -0.33026, 3.81623)

Multiplicity: 2
Expectation value of S²: 0.78
E_HOMO (spin up / spin down), eV: -7.27 / -7.29
HOMO-LUMO gap (spin up / spin down), eV: 6.772 / 6.797
Relative energy (zero: lowest compared OMol25 entry of this formula, charge and spin), kcal/mol: 2.4

Entry 3:
Below is C31H26F12N3O3SSr as an isolated structure, with properties calculated with the ωB97M-V functional and the def2-TZVPD basis.

Geometry (Å):
Sr (0.47605, -0.39609, 0.98614)
C (4.25070, 5.55322, 3.05901)
C (3.79248, 4.29019, 2.39227)
C (4.08793, 4.00302, 1.06991)
C (3.64722, 2.83535, 0.48863)
C (2.89443, 1.86083, 1.16546)
N (2.53212, 0.70240, 0.50156)
C (3.32435, 0.09781, -0.45222)
C (4.72429, 0.23788, -0.35558)
C (5.61838, -0.27959, -1.26233)
C (5.17784, -1.00737, -2.35685)
C (6.12397, -1.56733, -3.37647)
C (3.81310, -1.23497, -2.43602)
C (2.85751, -0.75587, -1.54358)
C (1.41074, -1.35730, -1.74598)
O (0.37471, -0.61840, -1.30306)
C (1.45259, -2.78820, -1.00089)
F (2.44877, -3.59401, -1.37948)
F (0.30258, -3.46574, -1.11786)
F (1.64959, -2.61213, 0.35558)
C (1.05920, -1.68283, -3.23454)
F (-0.25842, -1.92773, -3.35988)
F (1.34448, -0.64713, -4.03801)
F (1.67314, -2.77872, -3.76114)
C (2.50476, 2.19410, 2.52309)
C (2.99558, 3.37382, 3.06834)
C (1.48429, 1.34769, 3.36208)
O (0.37236, 1.05587, 2.67160)
C (2.18985, 0.00679, 3.86041)
F (3.10933, -0.44828, 2.98672)
F (1.29445, -1.01387, 3.97506)
F (2.81070, 0.10983, 5.04900)
C (0.95784, 2.07131, 4.63890)
F (1.87511, 2.42289, 5.58037)
F (0.30689, 3.19985, 4.30687)
F (0.07291, 1.27648, 5.27674)
H (5.23710, 5.85815, 2.70421)
H (4.31567, 5.42499, 4.14003)
H (3.57156, 6.39048, 2.87608)
H (4.66872, 4.70319, 0.47825)
H (3.89084, 2.64665, -0.54807)
H (5.10573, 0.78799, 0.49318)
H (6.68061, -0.12111, -1.10877)
H (7.14759, -1.25376, -3.16774)
H (5.88238, -1.23386, -4.38804)
H (6.11550, -2.66008, -3.39093)
H (3.47657, -1.85138, -3.25562)
H (2.74003, 3.61872, 4.08860)
C (-5.86720, 1.28664, 1.31941)
C (-6.11616, -0.21157, 1.40822)
C (-4.83962, -1.03302, 1.50206)
N (-4.09804, -0.92870, 0.25853)
C (-2.88095, -1.42568, 0.05309)
S (-2.04275, -2.22296, 1.27231)
N (-2.31435, -1.23751, -1.19687)
C (-2.98023, -0.96539, -2.39086)
O (-2.44551, -0.34665, -3.27867)
C (-4.35831, -1.53554, -2.58384)
C (-5.27704, -0.78404, -3.30605)
C (-6.55255, -1.28157, -3.52623)
C (-6.89844, -2.53576, -3.04785)
C (-5.97060, -3.29798, -2.34912)
C (-4.70262, -2.79725, -2.10888)
H (-6.80251, 1.84478, 1.35140)
H (-5.35758, 1.57314, 0.39837)
H (-5.24395, 1.62891, 2.14626)
H (-6.70099, -0.55262, 0.54750)
H (-6.71681, -0.43411, 2.29226)
H (-5.06235, -2.08487, 1.70046)
H (-4.20068, -0.68410, 2.31894)
H (-4.52697, -0.38652, -0.47427)
H (-1.27388, -1.25888, -1.27798)
H (-4.97631, 0.18046, -3.69131)
H (-7.27305, -0.69402, -4.07959)
H (-7.89165, -2.92616, -3.22468)
H (-6.23732, -4.28192, -1.98830)
H (-3.97565, -3.38090, -1.55934)

E_HOMO, eV: -3.61
HOMO-LUMO gap, eV: 5.557
Net charge: -1

no.,molar mass (g/mol),total energy (eV)
1,697.92,-71884.675
2,816.32,-98613.088
3,836.23,-87469.814